# 1
ORCA calculation (the ωB97M-V functional and the def2-TZVPD basis) on a cluster of 8 separate species, C28H46F2O24 in total at a distorted geometry.

Output
- SMILES: O=C1OC[C@@H](F)O1.O=C1OC[C@@H](F)O1.CCOC(=O)OC.CCOC(=O)OC.CCOC(=O)OC.CCOC(=O)OC.O=C1OCCO1.O=C1OCCO1
- LUMO: 0.286 eV
- ΔE to the lowest compared entry with this formula, charge and spin: 0.00 kJ/mol

Geometry as ORCA input:
```
! RIJCOSX wB97M-V def2-TZVPD def2/J DEFGRID3
* xyz 0 1
O 0.792 -17.120 -3.400
C 0.859 -17.724 -4.421
O -0.052 -17.652 -5.402
C 0.258 -18.610 -6.434
C 1.609 -19.218 -5.984
F 2.638 -18.871 -6.826
O 1.787 -18.639 -4.729
H -0.581 -19.312 -6.434
H 0.150 -18.096 -7.389
H 1.678 -20.298 -5.847
O 7.752 -18.902 -4.304
C 6.672 -18.934 -3.780
O 5.913 -17.832 -3.547
C 4.600 -18.259 -3.164
C 4.935 -19.674 -2.628
F 3.879 -20.493 -2.873
O 6.031 -20.047 -3.447
H 4.189 -17.660 -2.350
H 3.889 -18.255 -3.987
H 5.132 -19.712 -1.556
C 1.104 -25.432 -1.108
C 2.139 -25.720 -2.172
O 2.697 -24.491 -2.633
C 3.698 -24.555 -3.519
O 4.178 -25.575 -3.945
O 3.981 -23.308 -3.847
C 4.813 -23.023 -4.962
H 0.208 -24.908 -1.429
H 1.588 -25.042 -0.215
H 0.712 -26.429 -0.868
H 1.674 -26.224 -3.024
H 2.899 -26.414 -1.811
H 4.453 -23.475 -5.888
H 5.812 -23.424 -4.787
H 4.884 -21.948 -5.077
C 6.761 -16.382 -6.756
C 5.485 -15.945 -6.085
O 4.610 -15.346 -7.070
C 3.346 -15.246 -6.679
O 2.879 -15.517 -5.600
O 2.668 -14.631 -7.651
C 1.284 -14.433 -7.400
H 6.569 -17.279 -7.348
H 7.539 -16.658 -6.044
H 7.173 -15.589 -7.379
H 5.754 -15.095 -5.449
H 5.044 -16.715 -5.465
H 0.930 -13.767 -8.179
H 1.113 -14.109 -6.376
H 0.691 -15.347 -7.510
C 1.779 -19.436 -0.430
C 0.751 -20.514 -0.118
O 0.891 -20.811 1.270
C 0.432 -22.019 1.674
O -0.140 -22.839 1.021
O 0.709 -22.086 2.970
C 0.783 -23.350 3.606
H 1.820 -18.620 0.292
H 1.478 -18.916 -1.347
H 2.791 -19.811 -0.562
H 0.966 -21.385 -0.745
H -0.290 -20.265 -0.340
H 1.820 -23.613 3.830
H 0.436 -24.140 2.941
H 0.258 -23.273 4.553
C 5.591 -19.845 -7.332
C 7.057 -20.254 -7.433
O 7.341 -21.096 -6.335
C 8.503 -21.720 -6.273
O 9.405 -21.618 -7.047
O 8.465 -22.479 -5.180
C 9.624 -23.259 -4.857
H 4.965 -20.719 -7.165
H 5.332 -19.264 -8.215
H 5.433 -19.211 -6.455
H 7.723 -19.390 -7.532
H 7.287 -20.775 -8.370
H 10.082 -22.753 -4.006
H 10.369 -23.274 -5.649
H 9.237 -24.227 -4.557
O 5.241 -16.251 0.816
C 4.914 -15.573 -0.109
O 5.701 -14.618 -0.673
C 5.165 -14.291 -1.933
C 3.689 -14.660 -1.801
O 3.737 -15.619 -0.731
H 5.314 -13.243 -2.194
H 5.683 -14.843 -2.726
H 3.232 -15.009 -2.724
H 3.127 -13.798 -1.438
O 7.493 -20.934 -0.683
C 8.476 -20.494 -1.178
O 9.407 -21.145 -1.928
C 10.423 -20.248 -2.318
C 9.887 -18.853 -1.954
O 8.800 -19.188 -1.106
H 11.323 -20.428 -1.725
H 10.690 -20.314 -3.371
H 9.528 -18.270 -2.799
H 10.616 -18.295 -1.369
*
```

Here are the Mulliken charges for atoms 1 to 99, given in e: atom 1 (O): -0.51, atom 2 (C): 0.42, atom 3 (O): -0.42, atom 4 (C): -0.52, atom 5 (C): 0.48, atom 6 (F): -0.31, atom 7 (O): 0.09, atom 8 (H): 0.29, atom 9 (H): 0.29, atom 10 (H): 0.23, atom 11 (O): -0.60, atom 12 (C): 0.52, atom 13 (O): -0.31, atom 14 (C): 0.43, atom 15 (C): 0.23, atom 16 (F): -0.18, atom 17 (O): -0.03, atom 18 (H): 0.05, atom 19 (H): -0.49, atom 20 (H): 0.17, atom 21 (C): -1.20, atom 22 (C): -0.28, atom 23 (O): -0.20, atom 24 (C): 0.50, atom 25 (O): -0.59, atom 26 (O): 0.00, atom 27 (C): -0.38, atom 28 (H): 0.33, atom 29 (H): 0.26, atom 30 (H): 0.43, atom 31 (H): 0.29, atom 32 (H): 0.32, atom 33 (H): 0.42, atom 34 (H): 0.37, atom 35 (H): -0.29, atom 36 (C): -1.29, atom 37 (C): 0.69, atom 38 (O): -0.37, atom 39 (C): 0.77, atom 40 (O): -0.48, atom 41 (O): -0.41, atom 42 (C): -0.51, atom 43 (H): 0.11, atom 44 (H): 0.25, atom 45 (H): 0.50, atom 46 (H): 0.18, atom 47 (H): -0.20, atom 48 (H): 0.28, atom 49 (H): 0.28, atom 50 (H): 0.13, atom 51 (C): -0.64, atom 52 (C): -0.38, atom 53 (O): -0.30, atom 54 (C): 0.77, atom 55 (O): -0.55, atom 56 (O): -0.35, atom 57 (C): -0.64, atom 58 (H): 0.45, atom 59 (H): 0.13, atom 60 (H): 0.10, atom 61 (H): 0.27, atom 62 (H): 0.31, atom 63 (H): 0.25, atom 64 (H): 0.34, atom 65 (H): 0.23, atom 66 (C): -0.73, atom 67 (C): -0.73, atom 68 (O): 0.01, atom 69 (C): 0.61, atom 70 (O): -0.62, atom 71 (O): -0.11, atom 72 (C): -0.69, atom 73 (H): 0.41, atom 74 (H): 0.58, atom 75 (H): -0.18, atom 76 (H): 0.30, atom 77 (H): 0.52, atom 78 (H): 0.13, atom 79 (H): 0.38, atom 80 (H): 0.24, atom 81 (O): -0.53, atom 82 (C): 0.66, atom 83 (O): -0.38, atom 84 (C): 0.04, atom 85 (C): -0.01, atom 86 (O): -0.33, atom 87 (H): 0.36, atom 88 (H): -0.07, atom 89 (H): -0.02, atom 90 (H): 0.38, atom 91 (O): -0.53, atom 92 (C): 0.69, atom 93 (O): -0.35, atom 94 (C): -0.34, atom 95 (C): -0.10, atom 96 (O): -0.35, atom 97 (H): 0.32, atom 98 (H): 0.31, atom 99 (H): 0.04


# 2
ORCA calculation (the ωB97M-V functional and the def2-TZVPD basis) on a cluster of 6 separate species, C28H46FN2O12S in total at a distorted geometry.

Output
- LUMO: -4.835 eV

Geometry as ORCA input:
```
! RIJCOSX wB97M-V def2-TZVPD def2/J DEFGRID3
* xyz 1 1
C 6.218 -2.427 -1.053
C 5.953 -1.241 -1.981
C 6.097 0.138 -1.278
C 4.766 0.702 -0.686
N 3.820 -0.408 -0.393
C 2.574 -0.365 -1.135
C 2.601 0.025 -2.612
N 1.677 -0.899 -3.315
C 1.486 -1.964 -2.654
C 2.243 -1.918 -1.370
S 1.352 -2.776 -0.074
O 1.441 -2.155 1.183
O 0.037 -2.969 -0.564
F 1.975 -4.194 -0.034
H 5.486 -2.539 -0.250
H 7.225 -2.364 -0.639
H 6.203 -3.338 -1.662
H 5.011 -1.343 -2.532
H 6.748 -1.256 -2.737
H 6.585 0.818 -1.977
H 6.755 -0.052 -0.429
H 4.333 1.515 -1.275
H 5.028 1.137 0.280
H 3.592 -0.362 0.594
H 1.719 -0.057 -0.523
H 3.561 0.075 -3.121
H 2.145 1.017 -2.694
H 1.257 -0.724 -4.224
H 0.875 -2.828 -2.893
H 3.217 -2.423 -1.446
O 8.526 -0.721 -3.431
C 9.148 -1.634 -3.902
O 8.922 -2.922 -3.566
C 9.893 -3.775 -4.208
C 10.392 -2.976 -5.401
C 10.291 -1.542 -4.888
H 10.686 -3.995 -3.492
H 9.416 -4.707 -4.501
H 11.391 -3.263 -5.722
H 9.717 -3.111 -6.247
H 11.191 -1.233 -4.355
H 10.063 -0.837 -5.682
O -5.222 -0.246 1.995
C -4.067 -0.305 1.695
O -3.593 0.185 0.514
C -2.200 -0.130 0.388
C -1.710 -0.362 1.802
C -2.942 -0.941 2.486
H -2.102 -1.022 -0.238
H -1.683 0.700 -0.095
H -0.836 -1.009 1.853
H -1.449 0.592 2.263
H -2.998 -2.024 2.373
H -2.999 -0.670 3.526
O -1.678 -1.536 4.969
C -1.342 -0.519 5.503
O -0.709 0.489 4.849
C -0.343 1.524 5.782
C -1.278 1.343 6.966
C -1.503 -0.166 6.967
H 0.706 1.387 6.056
H -0.457 2.495 5.306
H -0.872 1.731 7.898
H -2.223 1.854 6.773
H -0.740 -0.694 7.540
H -2.494 -0.434 7.321
O -8.885 -0.853 -3.444
C -8.326 -0.351 -2.513
O -7.770 -1.071 -1.507
C -7.271 -0.182 -0.486
C -7.065 1.150 -1.186
C -8.163 1.133 -2.242
H -8.013 -0.121 0.313
H -6.349 -0.578 -0.078
H -7.116 1.997 -0.515
H -6.087 1.164 -1.672
H -9.105 1.528 -1.859
H -7.872 1.661 -3.145
O -7.773 4.125 -0.829
C -7.916 4.448 0.315
O -8.980 5.160 0.754
C -8.815 5.484 2.145
C -7.834 4.453 2.681
C -6.959 4.182 1.461
H -8.430 6.504 2.219
H -9.781 5.437 2.643
H -7.284 4.797 3.555
H -8.368 3.543 2.959
H -6.125 4.882 1.391
H -6.597 3.157 1.436
*
```

Mulliken atomic charges, in units of e: atom 1 (C): -1.53, atom 2 (C): 0.61, atom 3 (C): -0.62, atom 4 (C): -0.85, atom 5 (N): -0.08, atom 6 (C): -0.45, atom 7 (C): -0.91, atom 8 (N): 0.05, atom 9 (C): -0.41, atom 10 (C): -0.05, atom 11 (S): 1.45, atom 12 (O): -0.54, atom 13 (O): -0.66, atom 14 (F): -0.21, atom 15 (H): 0.36, atom 16 (H): 0.47, atom 17 (H): 0.31, atom 18 (H): -0.05, atom 19 (H): -0.09, atom 20 (H): 0.38, atom 21 (H): 0.39, atom 22 (H): 0.23, atom 23 (H): 0.45, atom 24 (H): 0.33, atom 25 (H): 0.72, atom 26 (H): 0.35, atom 27 (H): 0.46, atom 28 (H): 0.29, atom 29 (H): 0.52, atom 30 (H): 0.17, atom 31 (O): -0.63, atom 32 (C): 0.48, atom 33 (O): -0.32, atom 34 (C): -0.47, atom 35 (C): -0.49, atom 36 (C): -0.42, atom 37 (H): 0.28, atom 38 (H): 0.31, atom 39 (H): 0.33, atom 40 (H): 0.27, atom 41 (H): 0.27, atom 42 (H): 0.32, atom 43 (O): -0.57, atom 44 (C): 0.42, atom 45 (O): -0.36, atom 46 (C): -0.32, atom 47 (C): -0.05, atom 48 (C): -0.31, atom 49 (H): 0.21, atom 50 (H): 0.30, atom 51 (H): 0.22, atom 52 (H): 0.16, atom 53 (H): 0.29, atom 54 (H): 0.03, atom 55 (O): -0.57, atom 56 (C): 0.57, atom 57 (O): -0.30, atom 58 (C): -0.46, atom 59 (C): -0.52, atom 60 (C): -0.50, atom 61 (H): 0.28, atom 62 (H): 0.32, atom 63 (H): 0.33, atom 64 (H): 0.28, atom 65 (H): 0.28, atom 66 (H): 0.28, atom 67 (O): -0.58, atom 68 (C): 0.38, atom 69 (O): -0.37, atom 70 (C): -0.01, atom 71 (C): 0.36, atom 72 (C): -0.35, atom 73 (H): 0.27, atom 74 (H): -0.09, atom 75 (H): -0.45, atom 76 (H): 0.21, atom 77 (H): 0.23, atom 78 (H): 0.35, atom 79 (O): -0.59, atom 80 (C): 0.53, atom 81 (O): -0.36, atom 82 (C): -0.45, atom 83 (C): -0.56, atom 84 (C): 0.00, atom 85 (H): 0.26, atom 86 (H): 0.34, atom 87 (H): 0.33, atom 88 (H): 0.27, atom 89 (H): 0.28, atom 90 (H): -0.03


# 3
ORCA calculation (the ωB97M-V functional and the def2-TZVPD basis) on a structure of composition C28H46N3O4P2Pd.

Output
- LUMO: 2.076 eV
- ΔE to the lowest compared entry with this formula, charge and spin: 0.00 kJ/mol

Geometry as ORCA input:
```
! RIJCOSX wB97M-V def2-TZVPD def2/J DEFGRID3
* xyz -1 1
Pd 0.004 -0.689 0.163
C -0.227 0.769 5.047
C -1.271 0.614 3.944
C -2.618 1.155 4.396
O -0.851 1.336 2.782
C -1.369 -0.901 3.570
O -1.894 -1.647 4.404
O -0.936 -1.188 2.418
H -0.089 1.827 5.289
H 0.730 0.355 4.722
H -0.549 0.233 5.940
H -2.529 2.210 4.668
H -2.973 0.584 5.253
H -3.349 1.067 3.591
H -0.688 0.597 2.141
C 0.041 -3.886 -1.888
P 0.479 -2.134 -1.516
C -0.418 -1.334 -2.956
N -0.388 -1.904 -4.131
C -0.932 -1.230 -5.185
C -0.897 -1.805 -6.473
C -1.388 -1.112 -7.546
C -1.929 0.180 -7.374
C -1.980 0.750 -6.131
C -1.486 0.047 -5.011
N -1.599 0.596 -3.767
C -1.120 -0.076 -2.754
P -1.384 0.548 -1.015
C -1.562 2.343 -1.406
C -3.183 0.027 -0.768
C -3.595 0.547 0.612
C -4.158 0.545 -1.822
C -3.224 -1.503 -0.737
C 2.255 -2.044 -2.118
C 2.594 -2.827 -3.384
C 2.572 -0.569 -2.317
C 3.099 -2.584 -0.958
H 0.141 -4.142 -2.943
H -0.993 -4.036 -1.575
H 0.666 -4.541 -1.279
H -0.467 -2.794 -6.575
H -1.361 -1.551 -8.535
H -2.311 0.717 -8.233
H -2.400 1.734 -5.966
H -2.272 2.569 -2.199
H -0.577 2.707 -1.706
H -1.837 2.857 -0.484
H -3.559 1.638 0.668
H -2.941 0.144 1.385
H -4.622 0.233 0.827
H -4.190 1.635 -1.851
H -5.165 0.194 -1.574
H -3.914 0.188 -2.823
H -2.582 -1.894 0.055
H -2.906 -1.936 -1.691
H -4.251 -1.834 -0.549
H 2.008 -2.499 -4.241
H 2.423 -3.896 -3.247
H 3.656 -2.690 -3.616
H 2.108 -0.182 -3.230
H 3.655 -0.434 -2.412
H 2.211 0.027 -1.475
H 2.867 -3.632 -0.754
H 2.927 -2.010 -0.046
H 4.160 -2.525 -1.223
O 2.193 -0.288 1.300
C 2.679 0.744 1.752
C 4.171 1.009 1.656
C 4.534 2.186 0.719
C 3.375 3.123 0.372
C 2.803 3.891 1.563
C 2.494 2.977 2.757
N 1.946 1.704 2.348
H 4.620 0.085 1.300
H 4.552 1.189 2.664
H 4.922 1.774 -0.215
H 5.349 2.766 1.163
H 2.575 2.539 -0.092
H 3.711 3.836 -0.386
H 1.888 4.397 1.247
H 3.505 4.667 1.885
H 1.764 3.447 3.416
H 3.398 2.823 3.352
H 0.943 1.540 2.478
*
```

Mulliken atomic charges, in units of e: atom 1 (Pd): -0.16, atom 2 (C): -1.87, atom 3 (C): 2.30, atom 4 (C): -1.77, atom 5 (O): -0.73, atom 6 (C): 0.05, atom 7 (O): -0.83, atom 8 (O): -0.57, atom 9 (H): 0.37, atom 10 (H): 0.34, atom 11 (H): 0.42, atom 12 (H): 0.39, atom 13 (H): 0.35, atom 14 (H): 0.30, atom 15 (H): -0.27, atom 16 (C): -1.63, atom 17 (P): 1.41, atom 18 (C): -0.63, atom 19 (N): -0.33, atom 20 (C): 0.05, atom 21 (C): -0.56, atom 22 (C): -0.55, atom 23 (C): -0.50, atom 24 (C): -0.52, atom 25 (C): 0.13, atom 26 (N): -0.38, atom 27 (C): 0.33, atom 28 (P): 1.98, atom 29 (C): -1.66, atom 30 (C): 1.93, atom 31 (C): -2.06, atom 32 (C): -1.88, atom 33 (C): -1.78, atom 34 (C): 1.93, atom 35 (C): -1.84, atom 36 (C): -1.80, atom 37 (C): -1.78, atom 38 (H): 0.41, atom 39 (H): 0.38, atom 40 (H): 0.40, atom 41 (H): 0.44, atom 42 (H): 0.38, atom 43 (H): 0.38, atom 44 (H): 0.44, atom 45 (H): 0.42, atom 46 (H): 0.43, atom 47 (H): 0.38, atom 48 (H): 0.33, atom 49 (H): 0.36, atom 50 (H): 0.52, atom 51 (H): 0.35, atom 52 (H): 0.52, atom 53 (H): 0.32, atom 54 (H): 0.23, atom 55 (H): 0.29, atom 56 (H): 0.55, atom 57 (H): 0.26, atom 58 (H): 0.36, atom 59 (H): 0.52, atom 60 (H): 0.25, atom 61 (H): 0.59, atom 62 (H): 0.13, atom 63 (H): 0.31, atom 64 (H): 0.20, atom 65 (H): 0.50, atom 66 (O): -0.56, atom 67 (C): 0.43, atom 68 (C): -0.99, atom 69 (C): -0.61, atom 70 (C): -0.25, atom 71 (C): -0.64, atom 72 (C): -0.96, atom 73 (N): 0.29, atom 74 (H): 0.36, atom 75 (H): 0.30, atom 76 (H): 0.37, atom 77 (H): 0.33, atom 78 (H): -0.20, atom 79 (H): 0.48, atom 80 (H): 0.39, atom 81 (H): 0.34, atom 82 (H): 0.42, atom 83 (H): 0.32, atom 84 (H): 0.33